{
  "formula": "C4H5NO3S",
  "method": "ωB97M-V with the def2-TZVPD basis set",
  "symbols": ["C", "C", "C", "C", "N", "O", "O", "O", "S", "H", "H", "H", "H", "H"],
  "coordinates": [[0.308, -0.912, -0.329], [0.995, 0.152, 0.008], [-2.097, -0.460, -0.040], [2.541, 0.087, -0.193], [-2.105, 0.901, 0.370], [0.477, 1.392, 0.249], [-3.066, -1.052, -0.733], [-2.667, -1.540, 0.568], [-0.960, 1.944, -0.334], [0.324, -1.956, -0.233], [2.790, 0.753, -1.000], [2.938, -0.968, -0.400], [2.912, 0.466, 0.739], [-2.390, 1.193, 1.327]],
  "homo_energy_ev": [-8.5, -8.5],
  "e_tot_ev": -22687.955,
  "total_charge": 0,
  "lumo_energy_ev": [0.05, 0.06],
  "molar_mass_g_mol": 147.16,
  "multiplicity": 1,
  "de_lowest_kcal_mol": 193.5
}

{
  "formula": "C4H5NO4",
  "method": "ωB97M-V with the def2-TZVPD basis set",
  "symbols": ["C", "C", "C", "C", "N", "O", "O", "O", "O", "H", "H", "H", "H", "H"],
  "coordinates": [[1.041, -1.053, -1.768], [0.267, 0.151, 0.240], [-1.141, 1.189, -0.843], [-0.760, -0.037, 1.366], [-0.452, 0.729, 2.432], [0.034, -0.876, -0.786], [1.345, 0.686, 0.363], [-1.925, 1.132, -1.659], [-1.818, -0.607, 1.227], [0.455, 1.167, 2.499], [-1.120, 0.866, 3.171], [2.086, -1.107, -1.417], [1.067, -0.253, -2.514], [0.922, -1.987, -2.311]],
  "homo_energy_ev": -10.1,
  "e_tot_ev": -13907.826,
  "total_charge": 0,
  "lumo_energy_ev": -0.09,
  "molar_mass_g_mol": 131.09,
  "multiplicity": 1,
  "de_lowest_kcal_mol": 36.6
}

{
  "formula": "C4H5NO4S",
  "method": "ωB97M-V with the def2-TZVPD basis set",
  "symbols": ["O", "N", "S", "C", "O", "C", "C", "C", "O", "O", "H", "H", "H", "H", "H"],
  "coordinates": [[-0.501, -1.489, 1.766], [-1.309, -0.734, 1.284], [-2.018, -1.346, -0.400], [-0.351, -1.645, -1.151], [0.328, -0.550, -1.660], [0.784, 0.434, -0.698], [-0.236, 0.931, 0.256], [0.457, 1.859, 1.288], [-0.005, 3.021, 1.293], [1.551, 1.390, 1.761], [-0.391, -2.500, -1.958], [0.136, -2.113, -0.147], [1.077, 1.254, -1.266], [1.619, 0.184, -0.127], [-1.140, 1.304, -0.238]],
  "homo_energy_ev": [1.2, 1.2],
  "e_tot_ev": -24738.883,
  "total_charge": -2,
  "lumo_energy_ev": [5.81, 5.80],
  "molar_mass_g_mol": 163.15,
  "multiplicity": 1,
  "de_lowest_kcal_mol": 22.8
}

{
  "formula": "C4H5NOS",
  "method": "ωB97M-V with the def2-TZVPD basis set",
  "symbols": ["C", "S", "C", "C", "C", "N", "O", "H", "H", "H", "H", "H"],
  "coordinates": [[2.524, 0.754, 0.298], [0.657, 1.236, 0.125], [-0.020, -0.367, -0.118], [-1.342, -0.769, -0.321], [-2.562, -0.118, -0.202], [-3.419, 0.733, 0.132], [-3.833, -0.591, -0.330], [2.786, 0.594, 1.349], [3.091, 1.577, 0.122], [2.638, -0.175, -0.312], [0.845, -1.062, -0.486], [-1.368, -1.812, -0.257]],
  "homo_energy_ev": [-8.3, -8.3],
  "e_tot_ev": -18596.331,
  "total_charge": 0,
  "lumo_energy_ev": [-0.58, -0.58],
  "molar_mass_g_mol": 115.16,
  "multiplicity": 1,
  "de_lowest_kcal_mol": 128.9
}

{
  "formula": "C4H5NOS",
  "method": "ωB97M-V with the def2-TZVPD basis set",
  "symbols": ["C", "C", "N", "C", "O", "C", "S", "H", "H", "H", "H", "H"],
  "coordinates": [[2.719, -0.903, -0.042], [1.941, 0.182, 0.028], [0.496, 0.291, -0.062], [-0.031, 1.650, 0.058], [-1.185, 1.962, -0.085], [-0.266, -0.848, 0.007], [-1.877, -1.087, 0.023], [3.769, -0.732, 0.086], [2.413, -1.915, -0.220], [2.351, 1.153, 0.153], [0.856, 2.305, 0.310], [0.486, -1.640, 0.114]],
  "homo_energy_ev": -8.6,
  "e_tot_ev": -18600.289,
  "total_charge": 0,
  "lumo_energy_ev": -0.30,
  "molar_mass_g_mol": 115.16,
  "multiplicity": 1,
  "de_lowest_kcal_mol": 37.6
}

{
  "formula": "C4H5NOS",
  "method": "ωB97M-V with the def2-TZVPD basis set",
  "symbols": ["C", "C", "C", "C", "N", "O", "S", "H", "H", "H", "H", "H"],
  "coordinates": [[0.827, 0.831, 1.186], [1.261, 0.174, 0.150], [-0.299, 1.794, 0.785], [-0.937, -1.880, -1.045], [-0.536, 1.778, -0.546], [-0.822, 2.563, 1.554], [0.375, 0.719, -1.297], [1.247, 0.672, 2.107], [2.042, -0.528, 0.317], [-0.992, -2.178, -2.147], [-1.946, -1.624, -0.591], [-0.220, -2.322, -0.474]],
  "homo_energy_ev": [-9.0, -9.2],
  "e_tot_ev": -18597.649,
  "total_charge": 0,
  "lumo_energy_ev": [-0.37, -1.97],
  "molar_mass_g_mol": 115.16,
  "multiplicity": 1,
  "de_lowest_kcal_mol": 98.5
}

{
  "formula": "C4H5NOS",
  "method": "ωB97M-V with the def2-TZVPD basis set",
  "symbols": ["C", "C", "C", "C", "N", "O", "S", "H", "H", "H", "H", "H"],
  "coordinates": [[-0.922, -1.304, 0.085], [-2.259, -0.951, -0.075], [-0.128, -0.098, 0.062], [2.026, 0.992, -0.012], [-0.769, 1.040, 0.023], [1.191, -0.212, -0.003], [-2.383, 0.762, -0.052], [-0.521, -2.374, 0.008], [-3.065, -1.659, 0.035], [1.742, 1.576, 0.758], [2.031, 1.582, -0.827], [3.056, 0.646, -0.002]],
  "homo_energy_ev": -8.7,
  "e_tot_ev": -18600.675,
  "total_charge": 0,
  "lumo_energy_ev": 0.97,
  "molar_mass_g_mol": 115.16,
  "multiplicity": 1,
  "de_lowest_kcal_mol": 28.7
}

{
  "formula": "C4H5NOS",
  "method": "ωB97M-V with the def2-TZVPD basis set",
  "symbols": ["C", "C", "C", "C", "N", "O", "S", "H", "H", "H", "H", "H"],
  "coordinates": [[2.044, 0.332, -0.388], [1.482, 0.942, -1.475], [0.022, -0.097, 0.305], [-2.092, -0.847, 1.840], [1.204, -0.219, 0.571], [-0.752, 0.389, -2.463], [-0.298, 1.059, -1.236], [2.978, -0.168, -0.306], [1.922, 1.245, -2.462], [-2.457, -1.523, 1.063], [-2.560, 0.147, 1.954], [-1.493, -1.260, 2.596]],
  "homo_energy_ev": [-8.6, -8.6],
  "e_tot_ev": -18595.131,
  "total_charge": 0,
  "lumo_energy_ev": [-0.40, -1.21],
  "molar_mass_g_mol": 115.16,
  "multiplicity": 1,
  "de_lowest_kcal_mol": 156.5
}

{
  "formula": "C4H5NOS",
  "method": "ωB97M-V with the def2-TZVPD basis set",
  "symbols": ["C", "N", "S", "C", "C", "C", "O", "H", "H", "H", "H", "H"],
  "coordinates": [[-0.767, 1.483, -0.324], [-0.902, 0.140, -0.307], [-1.856, -0.710, -1.358], [-0.320, -0.594, 0.791], [1.136, -0.786, 0.463], [1.648, -0.587, -0.700], [1.875, -0.471, -1.840], [-0.274, 2.149, 0.432], [-1.030, 2.013, -1.159], [-0.818, -1.595, 0.976], [-0.475, -0.046, 1.692], [1.783, -0.996, 1.336]],
  "homo_energy_ev": [-8.0, -8.0],
  "e_tot_ev": -18598.559,
  "total_charge": 0,
  "lumo_energy_ev": [-0.36, -0.36],
  "molar_mass_g_mol": 115.16,
  "multiplicity": 1,
  "de_lowest_kcal_mol": 77.5
}

{
  "formula": "C4H5NOS",
  "method": "ωB97M-V with the def2-TZVPD basis set",
  "symbols": ["N", "C", "C", "C", "O", "C", "S", "H", "H", "H", "H", "H"],
  "coordinates": [[-1.595, -1.037, -0.321], [-0.382, -0.927, 0.175], [0.349, 0.233, 0.122], [-0.112, 1.413, -0.570], [-1.177, 1.501, -1.149], [1.641, 0.263, 0.765], [2.464, -0.997, 1.394], [-2.116, -1.879, -0.286], [-1.964, -0.270, -0.891], [0.104, -1.781, 0.607], [0.648, 2.224, -0.600], [2.139, 1.256, 0.754]],
  "homo_energy_ev": -8.5,
  "e_tot_ev": -18601.165,
  "total_charge": 0,
  "lumo_energy_ev": -0.32,
  "molar_mass_g_mol": 115.16,
  "multiplicity": 1,
  "de_lowest_kcal_mol": 17.4
}

{
  "formula": "C4H5NOS",
  "method": "ωB97M-V with the def2-TZVPD basis set",
  "symbols": ["C", "C", "C", "C", "N", "O", "S", "H", "H", "H", "H", "H"],
  "coordinates": [[-1.468, 0.980, -0.089], [-0.961, -0.244, 0.005], [-1.030, 2.253, -0.101], [0.501, -0.503, 0.236], [1.265, 0.638, -0.239], [-0.549, 3.288, -0.139], [2.807, 0.552, 0.154], [-2.582, 0.991, 0.012], [-1.712, -1.047, -0.027], [0.751, -0.599, 1.308], [0.729, -1.476, -0.294], [3.358, 1.764, -0.506]],
  "homo_energy_ev": [-6.0, -5.6],
  "e_tot_ev": -18596.108,
  "total_charge": 0,
  "lumo_energy_ev": [-1.23, -1.46],
  "molar_mass_g_mol": 115.16,
  "multiplicity": 1,
  "de_lowest_kcal_mol": 134.0
}

{
  "formula": "C4H5NOS2",
  "method": "ωB97M-V with the def2-TZVPD basis set",
  "symbols": ["C", "C", "C", "S", "N", "S", "C", "O", "H", "H", "H", "H", "H"],
  "coordinates": [[0.911, 1.255, 0.929], [0.604, 0.129, 0.229], [1.622, -0.702, -0.411], [3.212, -0.661, -0.230], [-0.739, -0.308, 0.036], [-1.224, -1.887, 0.524], [-1.741, 0.599, -0.393], [-2.892, 0.299, -0.603], [1.929, 1.628, 0.942], [0.086, 1.718, 1.480], [1.180, -1.394, -1.137], [-1.586, -2.297, -0.780], [-1.362, 1.621, -0.585]],
  "homo_energy_ev": -9.1,
  "e_tot_ev": -29435.226,
  "total_charge": 0,
  "lumo_energy_ev": -1.16,
  "molar_mass_g_mol": 147.22,
  "multiplicity": 1,
  "de_lowest_kcal_mol": 43.1
}